# 1
Molecular formula: C44H48BiFN12O4
Method: DFT, ωB97M-V/def2-TZVPD

XYZ file:
```
110
Properties=species:S:1:pos:R:3:mulliken_charge:R:1
Bi 17.165 -13.206 4.592 4.2249
F 17.885 -15.611 -1.755 -0.3819
O 15.945 -14.967 5.577 -0.5546
O 16.900 -14.651 2.846 -1.1805
O 17.001 -8.907 3.328 -0.7721
O 15.703 -17.103 6.151 -0.7446
N 16.680 -11.964 8.050 0.1933
N 17.588 -18.531 -2.099 0.3459
N 18.289 -20.015 -4.405 -0.1440
N 23.876 -13.651 -0.231 -0.4223
N 18.866 -11.066 5.412 0.4645
N 14.626 -12.452 4.047 0.2474
N 16.924 -11.207 3.399 -0.2979
N 15.555 -18.485 2.352 0.2089
N 15.930 -12.375 6.915 -0.3289
N 19.764 -13.395 3.150 0.2893
N 23.597 -15.164 6.372 -0.4575
N 18.838 -15.159 6.404 0.1024
C 15.841 -11.133 2.403 -1.5108
C 16.001 -11.508 9.268 1.3757
C 16.138 -20.901 2.721 -0.9806
C 17.336 -16.413 -0.775 0.1251
C 15.116 -19.872 2.201 -1.1470
C 18.608 -8.687 5.471 -0.6506
C 12.246 -12.597 4.051 -0.8874
C 20.843 -14.511 1.332 -0.8462
C 17.179 -20.488 -3.537 -0.6614
C 14.565 -11.637 2.968 0.5144
C 18.744 -18.137 -2.862 -0.5415
C 19.368 -15.655 8.679 -0.9808
C 17.169 -11.347 10.262 -1.6138
C 14.938 -12.470 9.844 -1.8009
C 19.369 -19.356 -3.578 -0.9808
C 12.147 -11.750 2.932 -0.3752
C 20.710 -15.515 8.399 -0.3665
C 13.333 -11.310 2.372 -0.8485
C 15.817 -16.614 3.816 -0.4375
C 15.832 -16.215 5.290 -0.3009
C 19.882 -14.443 2.322 -0.2829
C 18.335 -9.950 4.901 0.3385
C 20.146 -14.964 6.144 -0.0008
C 15.358 -10.131 9.002 -1.7371
C 22.501 -15.203 6.725 -0.1144
C 19.857 -9.774 7.160 -0.4870
C 19.608 -10.964 6.521 -0.6889
C 21.764 -13.473 1.224 0.4451
C 16.160 -17.834 1.289 0.3938
C 17.176 -17.802 -0.978 -1.0932
C 16.367 -15.792 2.779 1.3050
C 16.542 -18.483 0.092 -0.8855
C 22.930 -13.573 0.407 -0.1455
C 21.117 -15.189 7.094 0.1775
C 13.480 -12.968 4.546 -0.4964
C 16.573 -19.286 -2.832 -0.5928
C 17.030 -15.796 0.399 -0.3451
C 18.472 -15.539 7.633 -0.4454
C 15.355 -17.871 3.525 -0.0715
C 21.602 -12.365 2.057 -0.7537
C 16.446 -16.462 1.479 0.6045
C 20.582 -12.343 2.989 -0.3737
C 17.373 -10.016 3.775 0.2705
C 19.353 -8.601 6.635 -0.7305
H 20.870 -15.421 0.741 0.5312
H 15.428 -11.584 6.491 0.1866
H 17.935 -10.707 9.868 0.3095
H 20.401 -14.660 5.116 0.3551
H 15.309 -13.154 7.092 0.0938
H 14.487 -10.229 8.348 0.3714
H 18.981 -15.800 9.673 0.5029
H 13.575 -13.681 5.368 0.4723
H 19.167 -15.244 2.468 0.6326
H 17.209 -14.726 0.456 0.5975
H 16.065 -18.646 -3.558 0.1898
H 15.831 -21.934 2.492 0.3842
H 18.247 -7.818 4.939 0.5814
H 17.601 -12.317 10.491 0.4129
H 17.302 -12.721 8.333 0.0488
H 19.743 -20.115 -2.894 0.3685
H 21.462 -15.640 9.182 0.4827
H 14.847 -18.476 4.276 0.5599
H 20.467 -11.491 3.678 0.2989
H 11.358 -13.008 4.513 0.4277
H 15.351 -13.447 10.057 0.3709
H 17.555 -21.224 -2.828 0.3470
H 15.802 -19.680 -2.156 0.3982
H 20.445 -9.774 8.089 0.4767
H 14.946 -20.070 1.148 0.5089
H 16.781 -10.894 11.179 0.4491
H 16.270 -20.767 3.800 0.3618
H 13.344 -10.678 1.470 0.4575
H 17.430 -15.801 7.734 0.5242
H 16.021 -11.597 1.422 0.2840
H 16.425 -21.020 -4.134 0.3944
H 11.181 -11.494 2.505 0.4327
H 20.061 -11.894 6.902 0.2981
H 18.421 -17.401 -3.612 0.4515
H 20.209 -19.070 -4.199 0.4410
H 14.055 -12.548 9.201 0.3586
H 14.167 -19.953 2.708 0.4778
H 14.624 -12.088 10.825 0.4645
H 19.497 -7.631 7.110 0.4315
H 17.108 -20.732 2.217 0.2798
H 18.688 -20.771 -4.981 0.3722
H 19.502 -17.676 -2.226 0.4176
H 17.974 -19.322 -5.107 0.3952
H 15.754 -10.062 2.194 0.6821
H 16.108 -9.461 8.604 0.3478
H 15.019 -9.715 9.966 0.4695
H 22.238 -11.478 2.011 0.5070
H 16.382 -19.573 -0.028 0.6250
```

Properties
* HOMO level: -12.65 eV
* total charge: +2
* DFT total energy: -2977.5227 a.u.

# 2
Molecular formula: C44H48Cl6N5O3PS2Se2Ta
Method: DFT, ωB97M-V/def2-TZVPD

XYZ file:
```
112
Properties=species:S:1:pos:R:3:mulliken_charge:R:1
Ta -0.430 0.836 0.400 0.5587
Se -2.226 -0.048 -1.138 -0.1777
Se -0.730 3.089 -0.944 -0.1174
Cl -3.947 -0.098 1.489 -0.0942
Cl 0.707 -3.592 3.601 -0.1691
Cl -4.589 -2.611 3.197 -0.1792
Cl 0.890 2.547 1.698 -0.0603
Cl 1.182 -0.847 1.979 0.1192
Cl -2.250 -4.417 4.201 -0.1862
S 2.835 -0.329 5.344 0.2011
S -6.052 5.887 0.710 -0.2073
P 1.579 -2.279 -1.685 -2.5085
O 0.788 0.830 -2.170 0.7329
O -1.070 0.656 -5.700 -0.5138
O 0.894 -1.448 -0.653 1.1397
N 2.421 -3.626 -1.110 0.3145
N 0.479 -2.746 -2.831 0.9399
N -0.706 1.271 3.671 0.6709
N -2.354 2.430 1.778 1.0264
N 2.725 -1.337 -2.477 0.8378
C -1.177 2.513 3.878 -0.4659
C 0.852 1.572 5.485 0.1522
C 3.494 -1.800 -3.637 -0.5903
C -2.677 -1.076 2.061 1.1642
C -0.377 -1.494 2.267 -0.2882
C 3.570 -4.668 0.720 -0.6488
C 1.779 -4.905 -0.813 -0.3131
C 0.385 1.423 -3.393 -2.1074
C -2.810 4.243 3.295 0.3592
C -0.827 -3.231 -2.364 0.2246
C 1.651 1.628 0.436 -1.4163
C -2.458 4.941 4.487 -1.0736
C -1.451 4.508 5.281 -1.0272
C -0.417 -4.251 -4.447 -0.8150
C -0.772 3.286 4.996 0.8333
C -1.544 -3.601 -3.652 -0.5948
C -3.288 2.895 0.979 -0.6372
C 0.206 0.813 4.485 -0.6417
C -2.965 -2.207 2.825 -0.2227
C 4.140 -0.240 6.448 -0.5093
C -1.148 1.520 -3.472 2.5080
C 3.602 -0.485 -1.663 0.8860
C -5.456 3.965 -0.885 -0.3385
C -2.127 3.051 2.949 -0.5534
C -1.918 -3.011 3.279 0.6692
C -3.796 4.714 2.428 -0.8680
C 2.811 1.520 7.126 -0.7204
C 4.484 0.196 -2.698 -0.6387
C -1.688 2.692 -2.645 -1.7323
C -6.478 4.697 -1.513 -0.7525
C 0.305 2.817 5.762 -1.1053
C -6.897 5.758 -0.771 -0.3442
C -4.076 4.030 1.254 0.5265
C -1.743 0.170 -3.055 -0.7191
C 0.781 -3.353 -4.130 -0.4729
C -5.094 4.480 0.336 0.3796
C -1.518 1.763 -4.951 -1.3870
C 4.782 -0.964 -3.646 -0.8725
C 3.495 -3.400 -0.133 -0.0977
C 2.896 -5.716 -0.162 -0.7833
C -1.378 -0.696 1.747 -0.4651
C 3.991 0.780 7.335 -0.5944
C -0.595 -2.645 3.009 -0.4629
C 2.059 1.051 6.080 0.4395
H 4.944 -0.945 6.366 0.4419
H -6.883 4.452 -2.479 0.4059
H 1.278 0.013 -2.360 -0.6917
H 3.006 -4.536 1.643 0.0941
H 3.289 -2.517 0.478 0.0845
H -2.607 1.883 -5.039 0.4632
H 0.856 -2.562 -4.883 0.1821
H 2.490 1.091 0.875 0.8920
H -4.326 5.623 2.676 0.5075
H 2.535 2.357 7.743 0.4168
H 4.240 -1.072 -0.996 0.5819
H 4.437 -3.254 -0.670 0.2270
H 0.951 -4.786 -0.103 0.2546
H -0.242 -5.263 -4.078 0.3207
H 2.514 -6.567 0.399 0.3945
H 3.716 -2.869 -3.581 0.2392
H 3.592 -6.077 -0.922 0.3229
H -2.385 -4.267 -3.476 0.4665
H 0.714 3.440 6.544 0.4337
H -2.687 -0.002 -3.578 0.8406
H 2.021 2.324 -0.318 0.5432
H 2.908 -1.612 -4.539 0.2466
H 5.383 0.609 -2.246 0.4740
H -7.651 6.481 -1.015 0.4630
H 0.812 2.431 -3.451 0.4693
H 1.398 -5.355 -1.730 0.1137
H 0.739 0.832 -4.238 0.5756
H -0.618 -4.299 -5.515 0.4246
H 1.714 -3.916 -4.119 0.2806
H -3.013 5.834 4.728 0.4791
H 4.708 0.999 8.104 0.4266
H -1.046 -0.630 -3.301 -0.4377
H -5.017 3.086 -1.322 0.5079
H -1.164 5.060 6.163 0.4578
H -2.744 2.532 -2.412 0.2807
H 3.941 0.992 -3.208 0.2290
H 5.036 -0.633 -4.649 0.4281
H -0.731 -4.119 -1.731 0.6094
H -1.271 0.801 -6.630 0.3681
H 4.598 -4.918 0.975 0.4182
H -1.898 -2.710 -4.167 0.1386
H -1.034 2.689 -5.294 0.4551
H 5.612 -1.555 -3.262 0.3301
H 0.496 -0.218 4.348 0.7442
H -1.341 -2.457 -1.793 -0.8885
H -1.588 3.622 -3.208 0.7130
H 3.007 0.198 -1.064 -1.3214
H -3.442 2.345 0.060 0.3832
```

Properties
* HOMO level: -9.86 eV
* total charge: +1
* DFT total energy: -10963.6186 a.u.

# 3
Molecular formula: C44H48ClN12O7PSTl
Method: DFT, ωB97M-V/def2-TZVPD

XYZ file:
```
115
Properties=species:S:1:pos:R:3:mulliken_charge:R:1
Tl 0.617 -0.931 0.388 1.4465
Cl 6.056 -0.830 0.759 -0.2706
S 3.742 -0.730 3.499 1.5454
P 0.880 3.264 0.620 -0.6694
O -3.442 -7.423 -2.903 -0.4851
O 1.226 -2.986 1.821 -0.6482
O 1.115 1.903 1.159 -0.4546
O 2.515 -4.711 2.459 -0.8097
O 4.584 0.435 3.449 -0.7465
O -1.252 -7.718 -3.001 -0.5682
O 4.071 -1.827 4.356 -0.7682
N -5.681 -2.088 -2.248 -0.7321
N 1.888 -1.324 -2.515 0.6913
N -2.361 -2.789 -5.158 -0.7282
N -1.680 -2.534 0.804 0.5467
N 1.635 4.488 1.500 0.0392
N 1.481 3.403 -0.913 1.2772
N -1.665 -0.312 -1.544 0.0498
N 3.601 -1.310 1.934 0.3179
N -0.706 3.727 0.700 1.0854
N -0.702 1.495 -4.081 -0.4045
N -1.299 -0.248 2.302 1.6003
N -2.880 1.844 -3.174 -0.4247
C 2.335 -3.577 2.018 0.4747
C -2.595 0.524 -5.130 -0.5833
C 1.382 4.627 -1.685 -1.2015
C -2.372 -0.953 -2.203 0.2752
C -2.855 -4.613 0.220 -0.4750
C -1.179 5.101 0.659 -1.4028
C -2.527 -0.752 2.152 -0.3825
C 3.646 -2.778 1.726 -0.6395
C 0.831 -0.424 -6.018 -0.6312
C 1.610 -0.888 -4.860 0.9276
C 1.200 -0.809 -3.529 -0.2800
C -3.243 -1.731 -2.985 0.6831
C -0.843 -3.979 -0.928 0.5144
C -4.584 -1.929 -2.581 -0.1136
C -3.384 1.089 -4.149 -0.4382
C -1.812 -3.710 0.037 -0.6017
C -1.560 1.991 -3.194 0.2003
C -0.345 0.193 -6.110 -0.8105
C 2.360 2.393 -1.489 -0.8643
C 2.825 -1.529 -5.100 -0.8523
C -2.173 -7.097 -2.553 0.4329
C -1.225 0.751 -5.062 1.1503
C -0.160 -0.543 4.520 -1.2016
C -2.177 1.412 3.770 0.5682
C 2.128 -0.152 3.957 0.4866
C -2.976 -5.711 -0.612 -0.8991
C 0.815 1.610 4.909 -0.9021
C -1.127 0.807 3.088 -0.5684
C -3.453 0.901 3.608 -1.2498
C 2.024 1.159 4.400 -0.5856
C 3.555 -2.061 -4.052 -1.0517
C -3.635 -0.199 2.781 -1.1151
C 3.083 4.575 1.312 -0.7709
C -2.758 -2.327 -4.174 -0.3260
C 1.286 4.471 2.925 -0.7173
C 1.039 -1.014 4.011 -0.3799
C -1.589 1.245 5.573 -1.2474
C 3.038 -1.947 -2.773 -0.2853
C -1.745 2.732 0.434 -1.1912
C -2.042 -5.940 -1.617 0.4853
C -0.955 -5.084 -1.747 -1.1071
C -0.288 0.764 4.984 0.4808
C -2.684 -1.953 1.298 -0.5670
C 4.251 -0.521 0.938 0.5701
H 1.797 3.660 3.458 -0.0123
H 4.499 -2.563 -4.222 0.4736
H 1.975 2.067 -2.459 0.2191
H -1.729 2.314 5.404 0.3755
H 0.212 4.334 3.044 0.1674
H -2.328 2.998 -0.451 0.4949
H -1.625 5.342 -0.313 0.2511
H -4.051 -6.747 -2.582 0.3536
H 1.110 -2.025 3.636 0.2725
H -0.363 5.790 0.862 0.4564
H 0.729 2.633 5.262 0.4911
H -3.712 -2.279 1.109 0.5637
H 4.155 0.537 1.146 -0.0463
H 3.448 5.482 1.800 0.3625
H 2.363 5.108 -1.785 0.3628
H -0.016 -3.293 -1.050 0.0685
H -2.436 0.711 5.141 0.4182
H 3.857 -0.766 -0.042 -0.2683
H 0.708 5.335 -1.204 0.3006
H -4.618 -0.624 2.617 0.5468
H 3.614 3.717 1.745 0.1784
H -1.132 2.581 -2.393 0.0388
H -4.297 1.350 4.116 0.4866
H -1.953 5.247 1.420 0.2851
H -0.215 -5.284 -2.510 0.4295
H 0.281 -0.306 -3.258 0.1203
H -3.012 -0.108 -5.902 0.4512
H 4.453 -3.226 2.297 0.2957
H -1.307 1.752 0.262 0.0477
H 1.273 -0.720 -6.964 0.2512
H 3.326 4.637 0.254 0.2365
H 3.374 2.790 -1.628 0.2955
H -1.016 -1.208 4.556 0.7061
H 1.570 5.422 3.380 0.5039
H 2.405 1.532 -0.831 -0.0800
H 1.018 4.415 -2.691 0.2897
H -2.429 2.664 1.286 0.2097
H -1.605 1.075 6.652 0.4824
H 3.563 -2.371 -1.922 0.2286
H -3.577 -4.457 1.012 0.5906
H -0.114 1.190 3.156 -0.2002
H -0.758 0.295 -7.110 0.3707
H 3.190 -1.613 -6.118 0.3725
H 2.888 1.808 4.344 0.6174
H -4.457 0.930 -4.128 0.4786
H 3.864 -2.916 0.666 0.3806
H -3.800 -6.399 -0.457 0.5458
H -1.992 2.268 4.409 -0.1614
```

Properties
* HOMO level: -5.37 eV
* total charge: -1
* DFT total energy: -4261.3700 a.u.

Q: Which formula does entry 2 have?
A: C44H48Cl6N5O3PS2Se2Ta

Q: The highest HOMO level belongs to which entry?
A: C44H48ClN12O7PSTl

Q: Among the records above, which one has the lowest HOMO level?
A: C44H48BiFN12O4

Q: The lowest HOMO level belongs to which entry?
A: C44H48BiFN12O4